1.
Formula: C9H6BrN3O2
Source: OMol25
Level of theory: the ωB97M-V functional and the def2-TZVPD basis

Its structure (SMILES) is O=[N+]([O-])[C@]1(Br)N=NC=C1c1ccccc1. As for the LUMO energy: -1.33 eV. As for the total energy: -3235.1108 a.u. Its HOMO energy is -0.3420 Ha.

Structure (XYZ):
```
21
Properties=species:S:1:pos:R:3:forces:R:3:lowdin_charge:R:1
Br 2.9175 -1.9804 2.5375 -0.2 -0.1 0.0 0.899
O 4.5795 -1.5500 0.2858 -0.9 -0.4 -0.7 0.030
O 3.3901 -2.3473 -1.3202 -0.4 -0.5 -2.4 0.131
N 2.3740 -3.9546 0.7422 1.0 -0.3 -0.4 0.017
N 3.5799 -2.0736 -0.1919 1.5 1.1 2.3 -0.401
N 1.2891 -4.3347 0.2812 1.2 -1.9 0.6 0.033
C -0.4811 1.0521 -1.0183 -0.5 1.0 1.0 -0.083
C 2.4810 -2.4630 0.7465 -3.4 -0.5 0.3 -0.669
C 0.0495 1.3320 1.3903 -0.2 -2.5 -3.7 -0.072
C -0.1394 -0.2531 -0.9340 2.3 -3.4 -1.1 -0.041
C 0.4007 -0.8173 0.2410 -0.7 3.8 0.8 -0.200
C 0.4797 0.0263 1.4256 -0.1 -2.0 0.2 -0.031
C 0.9609 -2.1035 0.2045 1.9 -3.1 1.3 -0.120
C 0.4213 -3.3409 -0.0369 0.1 3.7 -0.8 -0.058
C -0.4188 1.7907 0.1560 -0.7 2.3 1.2 -0.073
H 0.7502 -0.4324 2.4017 0.0 0.4 -1.0 0.065
H 0.0298 -0.9486 -1.8405 -0.9 1.4 1.2 0.153
H -0.5081 -3.5511 -0.5425 -0.2 -0.1 0.4 0.122
H -0.0152 1.9734 2.1734 0.1 1.4 2.4 0.074
H -0.8147 1.4405 -1.9508 -0.3 0.5 -0.4 0.101
H -0.8025 2.8312 0.3351 0.3 -0.9 -1.4 0.122
```
Positions in Å, forces in eV/Å.

2.
Formula: C27H29BBrF8NO4PPt
Source: OMol25
Level of theory: the ωB97M-V functional and the def2-TZVPD basis

As for the charge: +3. As for the LUMO energy (alpha / beta): -9.06 / -12.92 eV. As for the total energy: -5259.4943 a.u. As for the expectation value of S²: 6.029. Its HOMO energy (alpha / beta) is -0.6197 / -0.6339 Ha. Its spin multiplicity is 5.

Structure (XYZ):
```
73
Properties=species:S:1:pos:R:3:forces:R:3:lowdin_charge:R:1
Pt 1.2168 0.3546 -0.1264 0.2 0.0 0.4 1.332
Br 2.0006 0.6841 -2.9494 0.0 0.0 -0.2 1.112
P -0.4278 -1.0849 -1.2130 0.3 -0.3 0.1 1.032
F -2.1852 -2.3838 -3.2822 0.3 0.3 -0.2 0.230
F -2.0189 1.8907 0.3320 -0.3 0.1 0.0 0.145
F -0.1776 1.8534 -1.0862 -0.2 0.1 -0.2 -0.106
F -0.4659 -0.6348 -7.2433 0.0 0.0 0.1 0.239
F -2.3169 -2.1747 -5.8786 0.2 0.2 0.1 0.256
F 1.4234 0.5955 -5.8044 -0.2 -0.2 0.1 0.216
F -0.6922 3.7038 0.1872 0.4 0.5 -1.7 0.153
F -2.0249 3.0978 -1.6211 0.1 0.1 0.1 0.232
O 1.7610 2.1960 0.9653 0.2 0.0 -0.1 -0.012
O 3.5315 0.3404 -0.1308 -0.1 0.0 0.0 -0.334
O 0.0565 1.0525 1.6653 0.1 -0.1 0.0 -0.011
O 1.9403 -1.0111 1.5960 0.0 -0.1 -0.2 -0.311
N -1.2286 3.4475 2.3612 -0.4 0.3 1.4 0.104
C 1.7763 -4.4578 -1.1481 0.0 0.0 0.0 -0.042
C 4.0580 -0.1422 1.1264 0.0 -0.1 0.1 -0.137
C -0.3663 -0.9031 -3.0511 -0.2 0.0 0.0 -0.251
C 1.0926 -2.0380 2.1464 0.0 0.0 0.1 -0.021
C 0.0167 -2.8147 -1.0110 0.0 0.0 -0.1 -0.383
C 0.7279 2.1249 1.6760 0.0 0.1 0.1 -0.563
C -1.3845 -1.5122 -5.2694 -0.1 -0.1 -0.2 -0.061
C -2.6106 -1.2567 0.4246 0.0 0.1 -0.1 -0.084
C 0.5520 3.2316 3.9718 -0.1 0.0 0.0 -0.087
C -0.4612 -0.7491 -5.9480 0.0 0.0 0.0 -0.099
C -0.4858 -5.1369 -0.6580 0.0 0.0 0.0 -0.023
C 1.3626 -3.1399 -1.2211 0.0 0.0 0.0 -0.124
C -2.1212 -0.7509 -0.7850 -0.1 0.0 0.1 -0.375
C -2.9212 0.0676 -1.5853 -0.1 -0.1 0.1 -0.093
C 0.2726 3.3165 2.4688 0.0 0.1 0.3 -0.148
C 0.8503 -5.4558 -0.8577 0.0 0.0 0.0 -0.018
C 3.3163 -1.3982 1.4757 0.0 0.1 0.0 -0.140
C -0.5434 4.1207 4.5600 0.0 0.0 0.1 -0.128
C 0.5258 -0.1011 -5.1888 0.1 0.1 -0.2 -0.149
C 0.5682 -0.1875 -3.7488 0.1 0.1 0.1 -0.496
C -4.7210 -0.1949 -0.0181 0.0 0.0 0.0 -0.014
C 4.2199 1.5559 -0.5259 0.1 0.1 0.0 -0.043
C -1.3145 -1.5969 -3.8389 -0.2 -0.2 0.3 -0.114
C -1.7755 3.7479 3.7474 0.1 -0.1 -0.1 -0.059
C -4.2236 0.3376 -1.1997 0.1 0.0 -0.1 -0.023
C -0.9132 -3.8194 -0.7473 0.0 0.0 0.1 -0.064
C -3.9149 -0.9797 0.7986 0.0 0.0 0.0 -0.029
B -1.3141 2.7071 -0.5428 -0.1 -0.4 -0.7 -1.189
H -2.5225 4.5330 3.6675 0.0 0.0 0.0 0.142
H -2.2487 2.8380 4.1105 0.0 0.0 0.0 0.139
H 1.5577 3.5712 4.2077 0.0 0.0 0.0 0.140
H 5.2916 1.3683 -0.4628 0.0 0.0 0.0 0.121
H 3.4217 -2.1682 0.7065 0.0 0.0 0.0 0.136
H 1.1715 -6.4867 -0.7955 0.0 0.0 0.0 0.130
H -5.7397 0.0167 0.2774 0.0 0.0 0.0 0.129
H -2.5297 0.5412 -2.4769 0.0 0.0 -0.1 0.118
H 5.1258 -0.3386 1.0035 -0.1 0.0 0.0 0.158
H 3.9650 1.7769 -1.5576 0.0 0.0 0.0 0.046
H 3.9152 0.6288 1.8882 0.0 0.0 0.0 0.149
H -1.9597 -3.5843 -0.6086 0.0 0.0 0.0 0.111
H -4.3084 -1.3854 1.7208 0.0 0.0 0.0 0.125
H -0.2969 5.1745 4.4274 0.0 0.0 0.0 0.133
H 0.7089 4.2084 2.0207 0.0 -0.1 0.1 0.180
H 0.4368 2.2026 4.3191 0.0 0.0 0.0 0.135
H 2.0890 -2.3623 -1.4433 0.0 0.0 0.0 0.091
H -1.9876 -1.8695 1.0632 0.0 0.0 0.0 0.103
H 3.9376 2.3818 0.1231 0.0 0.0 0.0 0.100
H -4.8442 0.9764 -1.8136 0.0 0.0 0.0 0.132
H 0.0907 -1.6197 2.1959 0.0 0.0 0.0 0.084
H 2.8136 -4.7130 -1.3181 0.0 0.0 0.0 0.125
H -0.6986 3.9444 5.6220 0.0 0.0 0.0 0.135
H -1.6300 2.5948 1.9506 -0.1 0.1 0.1 0.140
H 1.1184 -2.9327 1.5259 0.0 0.0 0.0 0.091
H 1.4433 -2.2673 3.1531 0.0 0.0 0.0 0.120
H -1.4495 4.1829 1.6821 0.0 -0.2 0.5 0.178
H 3.6698 -1.7955 2.4307 0.0 0.0 0.0 0.159
H -1.2019 -5.9179 -0.4415 0.0 0.0 0.0 0.129
```
Positions in Å, forces in eV/Å.

3.
Formula: C28H38Cl2CrN6OSSi
Source: OMol25
Level of theory: the ωB97M-V functional and the def2-TZVPD basis

As for the charge: +1. As for the LUMO energy (alpha / beta): -2.73 / -2.90 eV. As for the total energy: -4145.9746 a.u. As for the expectation value of S²: 3.792. Its HOMO energy (alpha / beta) is -0.3962 / -0.3993 Ha. Its spin multiplicity is 4.

Structure (XYZ):
```
78
Properties=species:S:1:pos:R:3:forces:R:3:lowdin_charge:R:1
Cr 1.4376 0.6034 0.6233 0.2 -0.3 -0.2 0.389
Cl 4.2418 2.3543 -3.7796 0.0 0.0 0.0 0.698
Cl 1.4336 2.9736 0.8476 0.1 0.3 0.0 0.830
S 2.8531 0.9822 -1.2895 0.0 0.1 0.0 0.668
Si -1.8145 -0.8586 4.2371 0.0 0.0 0.0 0.417
O -5.6239 -1.7909 -0.8500 0.0 0.0 0.0 0.094
N 1.7413 -1.4285 0.3135 0.0 0.0 0.0 -0.047
N 1.6383 2.0136 3.9328 0.0 0.1 0.0 0.001
N -3.4482 -1.1685 -0.7500 -0.1 0.0 0.1 0.140
N -0.2951 0.6307 -0.6018 0.0 0.0 0.0 -0.044
N 3.3380 0.4530 1.6953 -0.1 0.0 0.0 -0.147
N -4.4919 -1.6415 -2.8112 -0.1 0.0 0.0 0.135
C -2.2904 -2.6985 -3.0939 0.0 0.0 -0.1 -0.024
C -1.0626 -2.3910 -5.1640 0.0 0.0 0.0 -0.275
C -0.5692 -0.3004 2.9870 0.0 -0.1 0.0 -0.180
C 3.6843 1.0125 3.0389 0.1 0.0 0.0 -0.172
C -2.5655 0.6239 -2.2028 0.0 0.0 0.0 0.028
C 2.1884 3.6064 -0.6294 -0.1 -0.1 0.2 -0.580
C -2.1292 -1.6341 -5.6441 0.0 0.0 0.0 -0.033
C -3.4076 0.0507 3.9071 0.0 0.0 0.0 -0.176
C -1.1678 -2.9150 -3.8813 0.0 0.0 0.0 -0.035
C 0.1441 -2.6506 -6.0212 0.0 0.0 0.0 -0.047
C 2.6009 0.9307 4.0992 0.0 0.0 0.0 -0.268
C -0.3889 1.4544 -1.6543 0.0 0.0 0.0 -0.124
C -2.0428 -2.7004 4.0399 0.0 0.0 0.0 -0.183
C -3.2446 -1.3903 -4.8629 0.0 0.0 0.0 -0.025
C 3.7960 -0.9506 1.4898 0.0 0.0 0.0 -0.180
C -2.4648 -0.2533 -1.1283 0.1 0.0 0.0 -0.202
C -1.3118 -0.2016 -0.3544 0.0 0.0 0.0 -0.055
C 0.2532 0.0764 2.1659 -0.1 0.1 0.0 -0.215
C -3.3296 -1.9183 -3.5782 0.0 0.0 0.0 -0.272
C 2.6242 -1.9023 1.4077 0.0 0.0 0.0 -0.191
C 2.1242 4.9756 -0.7950 0.1 0.0 -0.1 -0.097
C 3.3831 4.7029 -2.8170 0.0 0.0 0.0 -0.094
C 2.7337 5.5267 -1.9106 0.0 0.0 0.0 -0.062
C 3.4228 3.3336 -2.6148 0.0 0.0 -0.1 -0.676
C -1.5093 1.4764 -2.4611 0.0 0.0 0.0 -0.002
C -4.6016 -1.5465 -1.4476 0.1 -0.1 0.0 -0.526
C -1.1488 -0.4565 5.9324 0.0 0.0 0.0 -0.183
C 2.8205 2.7247 -1.5038 0.0 0.0 0.0 -0.684
H -2.0850 -1.2220 -6.6451 0.0 0.0 0.0 0.120
H 3.0905 0.9407 5.0796 0.0 0.0 0.0 0.118
H -3.4548 0.6487 -2.8145 0.0 0.0 0.0 0.124
H 2.1746 -1.5892 -0.5943 0.0 0.0 0.0 0.096
H 0.5406 -1.7224 -6.4338 0.0 0.0 0.0 0.083
H -0.1050 -3.3011 -6.8610 0.0 0.0 0.0 0.088
H -2.3599 -3.1465 -2.1117 0.0 0.0 0.0 0.118
H 4.5864 0.5025 3.3865 0.0 0.0 0.0 0.118
H -4.1848 -0.2696 4.6037 0.0 0.0 0.0 0.039
H -3.5778 -1.2956 0.2431 0.0 0.0 0.0 0.147
H 3.8639 5.1157 -3.6923 0.0 0.0 0.0 0.112
H -2.7841 -3.0659 4.7535 0.0 0.0 0.0 0.038
H -1.0148 0.6185 6.0665 0.0 0.0 0.0 0.030
H -1.2194 -0.8243 0.5255 0.0 0.0 0.0 0.093
H 0.9371 -3.1325 -5.4511 0.0 0.0 0.0 0.074
H -4.0576 -0.7854 -5.2466 0.0 0.0 0.0 0.120
H 4.4760 -1.2514 2.2872 0.0 0.0 0.0 0.129
H -1.8459 -0.7978 6.7009 0.0 0.0 0.0 0.038
H 3.9503 2.0600 2.8879 -0.1 0.0 0.0 0.124
H -0.3653 -3.5323 -3.4945 0.0 0.0 0.0 0.110
H 2.0331 -1.8757 2.3221 0.0 0.0 0.0 0.109
H -1.1101 -3.2363 4.2240 0.0 0.0 0.0 0.032
H -3.7748 -0.1289 2.8951 0.0 0.0 0.0 0.022
H -0.1901 -0.9448 6.1144 0.0 0.0 0.0 0.032
H 0.8610 -1.9347 0.3245 0.0 0.0 0.0 0.107
H -2.3920 -2.9642 3.0398 0.0 0.0 0.0 0.025
H 1.9285 2.8344 4.4506 0.0 0.0 0.0 0.082
H -5.3843 -1.8090 -3.2514 0.0 0.0 0.0 0.161
H -3.2718 1.1268 4.0265 0.0 0.0 0.0 0.036
H 2.7024 6.5948 -2.0717 0.0 0.0 0.0 0.116
H 0.7200 1.7417 4.2571 0.0 0.0 -0.1 0.049
H 2.9608 -2.9247 1.2293 0.0 0.0 0.0 0.132
H 2.0763 -0.0210 4.0207 0.0 0.0 0.0 0.091
H 0.4518 2.1005 -1.8503 0.0 0.0 0.0 0.075
H 3.8554 1.0034 1.0144 0.0 0.0 0.0 0.056
H 4.3564 -0.9819 0.5522 0.0 0.0 0.0 0.121
H 1.6134 5.5913 -0.0688 0.0 0.0 0.0 0.113
H -1.5523 2.1701 -3.2882 0.0 0.0 0.0 0.123
```
Positions in Å, forces in eV/Å.

What did the first record say?
Formula: C9H6BrN3O2
Source: OMol25
Level of theory: the ωB97M-V functional and the def2-TZVPD basis

Its structure (SMILES) is O=[N+]([O-])[C@]1(Br)N=NC=C1c1ccccc1. As for the LUMO energy: -1.33 eV. As for the total energy: -3235.1108 a.u. Its HOMO energy is -0.3420 Ha.

Structure (XYZ):
```
21
Properties=species:S:1:pos:R:3:forces:R:3:lowdin_charge:R:1
Br 2.9175 -1.9804 2.5375 -0.2 -0.1 0.0 0.899
O 4.5795 -1.5500 0.2858 -0.9 -0.4 -0.7 0.030
O 3.3901 -2.3473 -1.3202 -0.4 -0.5 -2.4 0.131
N 2.3740 -3.9546 0.7422 1.0 -0.3 -0.4 0.017
N 3.5799 -2.0736 -0.1919 1.5 1.1 2.3 -0.401
N 1.2891 -4.3347 0.2812 1.2 -1.9 0.6 0.033
C -0.4811 1.0521 -1.0183 -0.5 1.0 1.0 -0.083
C 2.4810 -2.4630 0.7465 -3.4 -0.5 0.3 -0.669
C 0.0495 1.3320 1.3903 -0.2 -2.5 -3.7 -0.072
C -0.1394 -0.2531 -0.9340 2.3 -3.4 -1.1 -0.041
C 0.4007 -0.8173 0.2410 -0.7 3.8 0.8 -0.200
C 0.4797 0.0263 1.4256 -0.1 -2.0 0.2 -0.031
C 0.9609 -2.1035 0.2045 1.9 -3.1 1.3 -0.120
C 0.4213 -3.3409 -0.0369 0.1 3.7 -0.8 -0.058
C -0.4188 1.7907 0.1560 -0.7 2.3 1.2 -0.073
H 0.7502 -0.4324 2.4017 0.0 0.4 -1.0 0.065
H 0.0298 -0.9486 -1.8405 -0.9 1.4 1.2 0.153
H -0.5081 -3.5511 -0.5425 -0.2 -0.1 0.4 0.122
H -0.0152 1.9734 2.1734 0.1 1.4 2.4 0.074
H -0.8147 1.4405 -1.9508 -0.3 0.5 -0.4 0.101
H -0.8025 2.8312 0.3351 0.3 -0.9 -1.4 0.122
```
Positions in Å, forces in eV/Å.